Entry from the OMol25 dataset: a cluster of 8 separate species, C14H46N14O8 in total (ωB97M-V with the def2-TZVPD basis set).

## Properties
**E_tot**: -1929.54619 a.u.
**Relative energy (zero: lowest compared OMol25 entry of this formula, charge and spin)**: 154.1 kcal/mol
**LUMO level**: -0.1 eV
**Molar mass**: 538.612 g/mol
**SMILES**: COC[C@H](C)N.COC[C@H](C)N.NC(N)=O.NC(N)=O.NC(N)=O.NC(N)=O.NC(N)=O.NC(N)=O

The geometry in XYZ format:
```
82
C14H46N14O8, DFT ωB97M-V with the def2-TZVPD basis set
C -3.94 12.59 4.25
O -4.51 12.52 2.93
C -5.36 11.40 2.65
C -4.63 10.37 1.80
C -4.44 10.91 0.34
N -5.31 9.15 1.72
H -3.22 11.78 4.41
H -4.77 12.48 4.95
H -3.69 13.65 4.35
H -5.83 11.00 3.55
H -6.15 11.86 2.07
H -3.64 10.25 2.23
H -3.91 10.15 -0.25
H -3.83 11.81 0.35
H -5.44 11.23 0.05
H -6.11 9.36 1.15
H -4.82 8.45 1.19
C 2.55 -8.25 -2.19
O 3.54 -9.26 -2.59
C 3.42 -9.60 -3.92
C 4.29 -10.89 -4.21
C 3.93 -12.15 -3.46
N 5.68 -10.50 -4.00
H 1.57 -8.70 -2.02
H 2.42 -7.42 -2.89
H 2.84 -7.89 -1.20
H 2.42 -9.97 -4.15
H 3.57 -8.74 -4.57
H 4.32 -11.10 -5.28
H 4.57 -12.95 -3.83
H 2.90 -12.50 -3.51
H 4.08 -11.96 -2.40
H 5.68 -10.05 -3.10
H 5.89 -9.69 -4.56
N -3.62 -0.04 1.52
C -2.64 0.44 0.85
N -1.74 -0.45 0.59
O -2.65 1.54 0.36
H -3.63 -0.99 1.86
H -4.38 0.60 1.71
H -1.15 -0.41 -0.23
H -1.70 -1.34 1.05
N 5.80 -1.28 1.30
C 6.70 -0.63 0.57
N 6.43 0.67 0.41
O 7.71 -1.11 0.14
H 4.95 -0.84 1.63
H 6.06 -2.22 1.58
H 7.15 1.20 -0.07
H 5.53 0.99 0.74
N -2.93 -3.88 -5.17
C -2.74 -4.57 -6.21
N -1.53 -4.42 -6.64
O -3.53 -5.32 -6.75
H -3.77 -4.07 -4.63
H -2.39 -3.03 -5.08
H -1.15 -4.88 -7.46
H -0.95 -3.75 -6.16
N -4.06 5.93 5.96
C -2.80 5.62 5.98
N -2.12 5.63 4.91
O -2.32 5.16 7.01
H -4.37 6.30 5.07
H -4.54 6.20 6.81
H -1.27 5.09 4.83
H -2.69 5.79 4.09
N 0.72 -5.60 5.22
C 0.04 -4.49 5.13
N 0.89 -3.52 5.33
O -1.14 -4.39 4.94
H 0.20 -6.46 5.33
H 1.72 -5.65 5.37
H 1.86 -3.79 5.28
H 0.67 -2.54 5.42
N 4.02 1.03 -4.61
C 2.86 0.94 -4.05
N 2.58 2.01 -3.35
O 2.12 0.01 -4.17
H 4.56 1.88 -4.62
H 4.24 0.36 -5.33
H 1.74 2.13 -2.81
H 3.19 2.80 -3.52
```

Mulliken atomic charge list, values in e, 4 entries:
1 C -0.699
2 O -0.325
3 C -0.801
4 C 0.393

=====

Entry from the OMol25 dataset: an isolated molecule of C5H12O (ωB97M-V with the def2-TZVPD basis set).

## Properties
**E_tot**: -272.92403 a.u.
**Relative energy (zero: lowest compared OMol25 entry of this formula, charge and spin)**: 15.5 kcal/mol
**LUMO level**: 1.2 eV
**Molar mass**: 88.150 g/mol
**SMILES**: CCCOCC

The geometry in XYZ format:
```
18
C5H12O, DFT ωB97M-V with the def2-TZVPD basis set
C 2.95 -0.37 0.16
C 1.61 -0.76 -0.45
C 0.52 0.18 0.00
O -0.72 -0.20 -0.54
C -1.73 0.64 -0.03
C -3.13 0.10 -0.35
H 3.75 -1.07 -0.12
H 2.90 -0.37 1.26
H 3.25 0.64 -0.16
H 1.34 -1.78 -0.16
H 1.68 -0.75 -1.55
H 0.46 0.17 1.10
H 0.77 1.22 -0.29
H -1.60 1.66 -0.42
H -1.61 0.71 1.07
H -3.74 0.82 -0.91
H -3.65 -0.13 0.58
H -3.06 -0.82 -0.93
```

natural (NBO) atomic charge list, values in e, 4 entries:
1 C -0.606
2 C -0.414
3 C -0.052
4 O -0.534

=====

Entry from the OMol25 dataset: a structure of composition C5H5N (ωB97M-V with the def2-TZVPD basis set).

## Properties
**E_tot**: -247.90669 a.u.
**Relative energy (zero: lowest compared OMol25 entry of this formula, charge and spin)**: 231.1 kcal/mol
**LUMO level (alpha / beta)**: -1.4 / -1.4 eV
**Molar mass**: 79.102 g/mol

The geometry in XYZ format:
```
11
C5H5N, DFT ωB97M-V with the def2-TZVPD basis set
C -0.55 -0.06 -0.95
C -2.26 0.91 -0.44
C 0.89 -0.08 -0.62
C -1.35 -0.07 0.30
C 1.69 0.30 0.50
N 2.12 -0.46 -0.56
H -1.07 -0.61 -1.68
H -1.94 -0.84 -0.02
H -1.19 0.11 1.38
H 2.14 1.25 0.64
H 1.52 -0.43 1.46
```

natural (NBO) atomic charge list, values in e, 4 entries:
1 C -0.329
2 C 0.335
3 C 0.221
4 C -0.673

=====

Entry from the OMol25 dataset: a structure of composition C9H40BNaO9 (ωB97M-V with the def2-TZVPD basis set).

## Properties
**E_tot**: -1230.82355 a.u.
**Relative energy (zero: lowest compared OMol25 entry of this formula, charge and spin)**: 89.7 kcal/mol
**LUMO level**: -2.2 eV
**Molar mass**: 326.212 g/mol

The geometry in XYZ format:
```
60
C9H40BNaO9, DFT ωB97M-V with the def2-TZVPD basis set
Na 4.89 -0.46 0.12
B 0.69 -0.15 -0.62
H 0.47 0.80 -0.16
H 1.45 -0.06 -1.38
H 1.05 -0.69 0.25
H -0.23 -0.55 -1.00
C -2.82 -5.34 -2.36
O -1.56 -5.08 -1.75
H -2.90 -4.69 -3.23
H -2.97 -6.33 -2.80
H -3.58 -5.09 -1.62
H -1.21 -4.20 -1.93
C 4.71 4.34 -0.93
O 5.72 3.43 -1.16
H 4.44 4.84 -1.86
H 3.80 3.90 -0.53
H 4.98 5.18 -0.28
H 6.52 3.89 -1.44
C -0.47 4.18 -3.99
O -1.09 3.99 -2.81
H 0.16 5.06 -3.95
H 0.13 3.33 -4.31
H -1.15 4.43 -4.80
H -0.60 3.31 -2.34
C 3.80 -5.18 2.12
O 5.04 -4.61 2.12
H 3.04 -4.42 2.31
H 3.62 -5.73 1.19
H 3.66 -5.93 2.90
H 5.69 -5.32 2.06
C -1.28 -2.32 4.47
O -0.66 -1.10 4.26
H -1.76 -2.39 5.45
H -1.90 -2.60 3.62
H -0.52 -3.09 4.54
H -0.28 -1.08 3.38
C -4.49 3.29 3.92
O -4.30 4.00 5.12
H -3.69 3.31 3.18
H -4.61 2.21 4.00
H -5.36 3.64 3.36
H -3.42 3.78 5.43
C -0.98 -1.14 -6.62
O -0.16 -1.71 -5.63
H -1.66 -0.49 -6.06
H -0.46 -0.53 -7.36
H -1.53 -2.00 -7.01
H -0.10 -1.13 -4.88
C 3.94 2.30 4.67
O 4.78 1.21 4.34
H 4.25 3.23 4.19
H 2.91 2.24 4.33
H 3.90 2.48 5.74
H 4.68 0.60 5.08
C -5.77 0.22 -1.67
O -4.86 -0.37 -0.80
H -5.77 -0.46 -2.52
H -6.81 0.21 -1.33
H -5.43 1.23 -1.88
H -3.97 -0.39 -1.15
```

natural (NBO) atomic charge list, values in e, 4 entries:
1 Na 0.986
2 B -0.856
3 H -0.018
4 H -0.057

=====

Entry from the OMol25 dataset: a structure of composition ClF3O4Sr3 (ωB97M-V with the def2-TZVPD basis set).

## Properties
**E_tot**: -1152.18125 a.u.
**Relative energy (zero: lowest compared OMol25 entry of this formula, charge and spin)**: 65.9 kcal/mol
**Charge**: +2
**LUMO level**: -9.0 eV
**Molar mass**: 419.303 g/mol

The geometry in XYZ format:
```
11
ClF3O4Sr3, DFT ωB97M-V with the def2-TZVPD basis set
Sr 1.40 -7.09 -19.89
Sr -3.08 -3.95 -20.39
Sr -1.21 0.01 -19.90
F 2.17 -6.68 -22.22
F -3.23 -1.54 -20.68
F 0.94 0.08 -18.69
Cl 0.72 -3.20 -20.85
O 1.38 -2.64 -19.73
O 1.42 -2.88 -22.03
O 0.71 -4.66 -20.69
O -0.65 -2.55 -21.02
```

Mulliken atomic charge list, values in e, 4 entries:
1 Sr 1.812
2 Sr 1.809
3 Sr 1.747
4 F -0.795